# 1
Entry from OMol25: a molecular structure, C32H28CoN3O2S2 (ωB97M-V/def2-TZVPD).

```
68
C32H28CoN3O2S2, DFT ωB97M-V/def2-TZVPD
Co 0.03960 -0.04650 0.16340
N 3.81060 -7.32650 -5.72350
C 3.42920 -6.44980 -5.09310
C 2.93240 -5.38080 -4.30930
C 2.07020 -4.44380 -4.87810
C 1.55170 -3.43200 -4.09440
C 1.90010 -3.34110 -2.75230
C 2.77430 -4.26770 -2.19170
C 3.29150 -5.28600 -2.96430
C 1.31370 -2.30440 -1.87370
C 0.07340 -2.61380 -1.31080
C -0.65630 -3.81770 -1.50070
C -1.69880 -3.79580 -0.60310
C -1.59180 -2.58650 0.09800
N -0.55770 -1.86970 -0.33420
C 2.09850 -1.18570 -1.59920
C 3.40970 -0.95300 -2.09150
C 3.83200 0.24380 -1.56000
C 2.77600 0.71680 -0.76890
N 1.74280 -0.12440 -0.78420
H 1.80010 -4.52800 -5.92030
H 0.87600 -2.70600 -4.51870
H 3.03270 -4.18530 -1.14700
H 3.95590 -6.01900 -2.53310
H -0.41820 -4.58250 -2.21410
H -2.44110 -4.54850 -0.43610
H -2.22800 -2.22480 0.88840
H 3.94830 -1.61070 -2.74510
H 4.77450 0.73060 -1.71510
H 2.74230 1.63610 -0.21060
O 0.19830 -0.29560 2.15260
S 0.23090 -0.06290 3.63290
C -1.53380 0.26990 4.11720
C -2.17190 1.48500 3.46220
C -2.58440 1.23650 2.00440
C -2.66190 2.52800 1.20940
S -2.38260 2.21140 -0.59160
O -1.09420 1.43760 -0.60280
C -3.67670 0.96520 -0.81090
C -5.00530 1.27380 -0.56320
C -5.97440 0.31060 -0.79260
C -5.61930 -0.93960 -1.27920
C -4.28900 -1.23060 -1.53470
C -3.31660 -0.27140 -1.30990
C 0.88220 1.61840 3.83210
C 1.19190 2.36860 2.71120
C 1.79470 3.60620 2.86360
C 2.09090 4.07780 4.13300
C 1.77150 3.32350 5.25160
C 1.16900 2.08520 5.10590
H -1.49950 0.39220 5.19800
H -2.07210 -0.64830 3.87980
H -1.46850 2.32150 3.51360
H -3.05600 1.76980 4.03790
H -3.54590 0.71730 1.97350
H -1.83670 0.58320 1.52880
H -1.85240 3.20810 1.48160
H -3.61230 3.04470 1.31570
H -5.28580 2.24940 -0.19650
H -7.01000 0.53980 -0.59160
H -6.38610 -1.67750 -1.46200
H -3.99670 -2.19440 -1.91820
H -2.27920 -0.47470 -1.52960
H 0.97060 1.97610 1.72190
H 2.04240 4.19720 1.99500
H 2.57990 5.03210 4.25210
H 2.00300 3.69370 6.23770
H 0.93230 1.48870 5.97330
```

total energy: -101493.64030 eV
⟨S²⟩: 0.76
gap between HOMO and LUMO (spin up / spin down): 6.6544 / 6.9844 eV
charge: +1
spin multiplicity: 2



# 2
Entry from OMol25: a molecular structure, C32H28GaN2O10P2S (ωB97M-V/def2-TZVPD).

```
76
C32H28GaN2O10P2S, DFT ωB97M-V/def2-TZVPD
C 0.21649 1.34656 6.15447
C 0.58929 0.56784 5.14627
Ga 0.71784 -0.86719 3.62758
N -0.82190 -0.74112 2.42927
P 0.69053 -2.98703 4.65607
N -0.58951 -2.96580 5.67384
P 2.62862 -0.47449 2.32947
S 4.17140 0.09728 3.42485
H -0.37844 1.91003 6.97107
H -1.05097 0.27927 2.36897
H -0.53922 -0.98193 1.45703
H 0.51167 -3.98160 3.62735
H 1.88004 -3.25193 5.45661
H -0.27253 -3.15426 6.64581
H 3.00706 -1.69926 1.64652
H 2.40581 0.54285 1.30857
C 2.40629 2.04173 -1.88930
C 1.52942 1.19885 -1.34122
C 1.15712 -0.06405 -2.01282
O 0.35541 -0.83358 -1.51432
C 1.79491 -0.35694 -3.31375
C 2.67153 0.48619 -3.86140
C 3.04356 1.74848 -3.18968
O 3.84696 2.51915 -3.68955
H 2.68986 2.97123 -1.41132
H 1.05392 1.39846 -0.38858
H 1.51155 -1.28607 -3.79176
H 3.14700 0.28696 -4.81392
C 2.99775 -7.84064 4.83458
C 2.72323 -6.64969 4.29937
C 2.13871 -6.53350 2.94709
O 1.88991 -5.44754 2.45754
C 1.86864 -7.78697 2.21176
C 2.14322 -8.97765 2.74706
C 2.72784 -9.09388 4.09945
O 2.97703 -10.18143 4.58968
H 3.42667 -7.94408 5.82348
H 2.91417 -5.72195 4.82496
H 1.43962 -7.68348 1.22284
H 1.95221 -9.90524 2.22151
C -3.96548 -0.17786 -2.34055
C -2.70357 -0.41154 -2.70532
C -2.36654 -0.80813 -4.08866
O -1.21507 -1.02424 -4.42265
C -3.48083 -0.93379 -5.05191
C -4.74233 -0.69990 -4.68690
C -5.07940 -0.30346 -3.30332
O -6.23116 -0.08789 -2.97015
H -4.23018 0.11251 -1.33163
H -1.87581 -0.32322 -2.01223
H -3.21613 -1.22440 -6.06102
H -5.57006 -0.78818 -5.37986
C -4.76698 2.73278 4.13404
C -3.50671 2.49606 3.76535
C -3.17459 2.10418 2.38011
O -2.02549 1.88632 2.04424
C -4.29096 1.98602 1.41902
C -5.55087 2.22265 1.78745
C -5.88350 2.61484 3.17326
O -7.03419 2.83316 3.51000
H -5.02844 3.02007 5.14478
H -2.67659 2.57845 4.45672
H -4.02923 1.69865 0.40841
H -6.38039 2.13985 1.09582
C 2.74820 5.16438 -4.85150
C 3.72419 6.00547 -4.50547
C 3.67076 7.43535 -4.87454
O 4.56222 8.20405 -4.56098
C 2.49362 7.89773 -5.64027
C 1.51772 7.05685 -5.98629
C 1.57143 5.62652 -5.61699
O 0.67948 4.85852 -5.93105
H 2.77220 4.11420 -4.58984
H 4.59246 5.68274 -3.94411
H 2.47022 8.94841 -5.90173
H 0.64927 7.37923 -6.54765
```

total energy: -138874.78628 eV
gap between HOMO and LUMO: 3.9847 eV
charge: -1



# 3
Entry from OMol25: a molecular structure, C32H28N4O5PdS4 (ωB97M-V/def2-TZVPD).

```
74
C32H28N4O5PdS4, DFT ωB97M-V/def2-TZVPD
Pd -0.13835 0.12134 -0.01142
O 2.28053 0.12809 0.01128
C 2.78400 1.39440 -0.35707
C 1.78449 2.52608 -0.23681
C 2.23724 3.83059 -0.08737
C 1.32721 4.87056 -0.08675
C -0.02015 4.58463 -0.24565
C -0.39557 3.26282 -0.36892
N 0.48013 2.25168 -0.35196
H 2.08564 0.14877 0.98301
H 3.09150 1.32092 -1.40289
H 3.67149 1.63990 0.23237
H 3.29659 4.01727 0.02541
H 1.66308 5.89202 0.03173
H -0.76813 5.36370 -0.27035
H -1.43632 2.99455 -0.50546
N -2.25108 0.55089 0.40214
C -3.03729 0.36020 -0.79964
C -4.28195 -0.23973 -0.71765
C -4.91905 -0.65380 -1.87831
C -4.31227 -0.46985 -3.11007
C -3.10259 0.20876 -3.19106
C -2.45736 0.62026 -2.03580
S -4.99847 -1.22397 -4.59191
O -4.07916 -2.33367 -4.79879
O -4.91184 -0.16974 -5.58403
O -6.33962 -1.61012 -4.19609
H -2.61095 -0.06845 1.12182
H -2.29842 1.49206 0.79069
H -4.72239 -0.43798 0.25378
H -5.87085 -1.16736 -1.84895
H -2.65335 0.36178 -4.16323
H -1.47899 1.09168 -2.10465
N 0.16996 -4.05217 0.49237
C 0.56600 -2.76708 0.45346
N -0.19591 -2.03163 -0.32026
C -1.17658 -2.88991 -0.82198
C -2.20900 -2.65944 -1.73136
C -3.00957 -3.72908 -2.07064
C -2.79463 -5.00530 -1.52370
C -1.76210 -5.25346 -0.64017
C -0.95598 -4.16884 -0.31039
H 0.61019 -4.77875 1.02938
H 1.41069 -2.39887 1.01362
H -2.36719 -1.68985 -2.18144
H -3.80417 -3.57788 -2.79074
H -3.44491 -5.81810 -1.81793
H -1.58180 -6.24239 -0.24063
O 0.68286 0.29506 1.94083
C 0.20573 0.05301 3.22984
C 1.38554 0.30216 4.15518
C 1.43077 0.89283 5.37854
C 2.74087 0.90598 5.93792
C 3.66077 0.32948 5.12110
S 2.94827 -0.23033 3.66719
C -0.28779 -1.37952 3.44673
C 0.22300 -2.32760 4.28594
C -0.50440 -3.55098 4.26804
C -1.57016 -3.50902 3.42496
S -1.68735 -1.99286 2.65061
C -0.89570 1.05672 3.54850
C -0.99217 2.31298 3.02615
C -2.09096 3.04858 3.54793
C -2.80026 2.33453 4.46505
S -2.14374 0.77259 4.69367
H 0.56127 1.30706 5.86740
H 2.98152 1.33470 6.89912
H 4.71911 0.21717 5.28730
H 1.08830 -2.15401 4.90782
H -0.25045 -4.41289 4.86683
H -2.28956 -4.28236 3.21031
H -0.27265 2.69205 2.31569
H -2.34073 4.05871 3.25761
H -3.67871 2.63916 5.00915
```

total energy: -96656.02628 eV
⟨S²⟩: 2.01
gap between HOMO and LUMO (spin up / spin down): 7.1626 / 5.9358 eV
energy above the lowest of the compared OMol25 structures with the same formula, charge and spin: 48.9 kJ/mol
charge: 0
spin multiplicity: 3